# 1
Molecular formula: C3H4O3
Method: DFT, ωB97M-V/def2-TZVPD

The value obtained for the LUMO energy is 0.764 eV. The calculation puts the energy above the lowest of the compared OMol25 structures with the same formula, charge and spin at 72.9 kcal per mole. Its charge is 0. The structure (SMILES) is O=CCOC=O. Its HOMO energy is -10.0 eV. For the HOMO-LUMO gap, the calculation gives 10.8 eV.

Last column: Mulliken charge in e.
Element x y z (Å)
O 1.261 -1.255 -0.618  -0.445
C 1.265 -0.184 0.011  0.053
C 0.146 0.813 0.214  -0.254
O -1.057 0.551 -0.600  -0.267
C -1.555 -0.554 -0.262  0.224
O -0.976 -1.303 0.543  -0.546
H 2.312 0.381 0.502  0.190
H 0.925 1.721 -0.069  0.284
H 0.035 0.668 1.211  0.377
H -2.358 -0.838 -0.932  0.384

---

# 2
Molecular formula: C2H8N2
Method: DFT, ωB97M-V/def2-TZVPD

The value obtained for the LUMO energy is 1.077 eV. The calculation puts the energy above the lowest of the compared OMol25 structures with the same formula, charge and spin at 30.8 kcal per mole. Its charge is 0. The structure (SMILES) is C=CN.N. Its HOMO energy is -7.8 eV. For the HOMO-LUMO gap, the calculation gives 8.9 eV.

Last column: Mulliken charge in e.
Element x y z (Å)
C 1.285 0.987 -1.030  -0.689
C 1.216 0.781 0.386  0.017
N 0.022 0.756 1.093  -0.352
H 0.338 0.836 -1.573  0.164
H 2.202 1.348 -1.428  0.269
H 2.206 0.699 0.932  0.265
H -0.733 0.186 0.850  0.183
H -0.076 1.396 1.903  0.184
N -1.511 -1.673 -0.016  -0.680
H -1.028 -2.461 -0.426  0.229
H -2.487 -1.812 0.095  0.214
H -1.435 -1.043 -0.786  0.195

---

# 3
Molecular formula: C24H21IrN3
Method: DFT, ωB97M-V/def2-TZVPD

The value obtained for the LUMO energy (alpha / beta) is -4.818 / -4.565 eV. The calculation puts the energy above the lowest of the compared OMol25 structures with the same formula, charge and spin at 28.6 kcal per mole. Its charge is +1. Its HOMO energy (alpha / beta) is -10.7 / -10.8 eV. For the HOMO-LUMO gap (alpha / beta), the calculation gives 5.9 / 6.2 eV.

Last column: Mulliken charge in e.
Element x y z (Å)
Ir -0.232 -0.102 0.066  1.011
N 2.046 -0.192 -0.174  -0.493
C 2.885 -0.208 1.010  0.809
C 4.236 -0.491 0.829  -0.565
C 5.126 -0.467 1.884  -0.665
C 4.654 -0.198 3.158  -0.695
C 3.315 0.074 3.347  -0.798
C 2.405 0.117 2.283  0.117
C 1.030 0.528 2.627  0.254
C 0.884 1.588 3.529  -0.368
C -0.347 1.917 4.057  -0.807
C -1.470 1.168 3.727  -0.570
C -1.361 0.146 2.801  -0.863
C -0.131 -0.140 2.188  0.225
H 2.384 -0.918 -0.806  0.392
H 2.200 0.696 -0.656  0.381
H 4.596 -0.718 -0.166  0.381
H 6.174 -0.660 1.715  0.407
H 5.325 -0.200 4.001  0.415
H 2.941 0.244 4.345  0.536
H 1.758 2.156 3.811  0.527
H -0.428 2.736 4.756  0.436
H -2.425 1.392 4.178  0.459
H -2.236 -0.441 2.547  0.481
C -2.125 -0.220 -0.528  -1.615
C -3.354 -0.185 -0.464  1.563
C -4.740 -0.121 -0.284  0.349
C -5.429 1.079 -0.531  -0.429
C -6.792 1.142 -0.343  -0.562
C -7.492 0.021 0.087  -0.399
C -6.818 -1.166 0.344  -0.549
C -5.453 -1.244 0.170  -0.415
H -4.881 1.942 -0.881  0.373
H -7.321 2.062 -0.539  0.398
H -8.564 0.069 0.205  0.397
H -7.368 -2.033 0.674  0.398
H -4.925 -2.166 0.356  0.447
C -1.477 5.491 -0.695  -0.822
N -0.679 4.346 -0.348  0.148
C 0.538 4.366 0.260  -0.557
C 0.920 3.066 0.405  -0.551
N -0.052 2.257 -0.103  -0.091
C -0.998 3.061 -0.549  -0.386
H -0.936 6.396 -0.429  0.302
H -2.424 5.468 -0.156  0.340
H -1.683 5.502 -1.766  0.341
H 1.038 5.271 0.538  0.441
H 1.818 2.687 0.846  0.458
H -1.899 2.723 -1.022  0.414

---

# 4
Molecular formula: C26H27F32IN3O5
Method: DFT, ωB97M-V/def2-TZVPD

The value obtained for the LUMO energy is -4.126 eV. Its charge is +1. Its HOMO energy is -12.6 eV. For the HOMO-LUMO gap, the calculation gives 8.4 eV.

Last column: Mulliken charge in e.
Element x y z (Å)
N 7.261 -1.023 -1.861  -0.051
C 6.773 -0.184 -1.069  -0.066
N 5.416 0.036 -0.957  -0.092
C 5.015 -0.225 0.483  -0.615
C 6.133 -0.784 1.366  -1.091
C 7.549 -0.237 1.054  -0.030
C 8.493 -1.448 1.013  -0.955
C 9.837 -1.138 0.422  -0.105
O 10.005 -0.787 -0.643  -0.405
I 11.547 -1.447 1.698  0.048
N 7.594 0.520 -0.232  -0.333
H 6.688 -1.736 -2.291  0.216
H 8.262 -1.054 -2.037  0.346
H 5.355 1.043 -1.072  0.337
H 4.247 -0.977 0.462  0.279
H 4.557 0.652 0.883  0.520
H 5.889 -0.537 2.384  0.436
H 6.172 -1.858 1.340  0.498
H 7.854 0.426 1.839  0.691
H 8.606 -1.749 2.038  0.661
H 8.042 -2.273 0.483  0.347
H 7.100 1.388 -0.071  0.388
C -1.472 2.213 0.794  -0.239
C -1.393 1.191 1.938  0.890
C -0.465 1.541 3.100  0.034
F 0.820 1.638 2.685  -0.238
F -0.521 0.560 4.033  -0.251
F -1.077 -0.021 1.434  -0.275
F -2.649 1.087 2.454  -0.253
O -0.680 1.929 -0.351  -0.354
C 0.625 2.333 -0.379  0.758
C 1.558 1.134 -0.507  0.370
F 1.430 0.304 0.546  -0.251
F 2.862 1.546 -0.536  -0.299
F 0.939 3.091 0.689  -0.291
F 0.789 3.102 -1.476  -0.284
H -2.497 2.168 0.433  -0.052
H -1.331 3.235 1.143  0.426
H -0.764 2.482 3.571  0.318
H 1.353 0.569 -1.419  0.146
C 4.221 -0.133 -5.014  -0.707
C 2.839 -0.688 -4.626  0.910
C 2.836 -1.945 -3.756  0.364
F 3.414 -2.983 -4.393  -0.235
F 1.560 -2.290 -3.472  -0.276
F 2.108 -0.882 -5.734  -0.267
F 2.223 0.287 -3.898  -0.259
O 4.702 -0.472 -6.295  -0.420
C 5.389 -1.655 -6.452  0.790
C 4.675 -2.592 -7.424  0.175
F 3.451 -2.901 -6.952  -0.218
F 5.383 -3.735 -7.540  -0.251
F 5.618 -2.249 -5.256  -0.281
F 6.593 -1.344 -6.969  -0.302
H 4.102 0.948 -5.047  0.487
H 4.966 -0.321 -4.240  0.224
H 3.362 -1.764 -2.811  -0.012
H 4.573 -2.124 -8.405  0.280
C -6.338 0.029 -1.248  -0.765
C -7.744 0.064 -1.870  0.837
C -7.839 0.630 -3.286  0.125
F -7.447 1.923 -3.317  -0.217
F -9.125 0.578 -3.702  -0.270
F -8.582 0.724 -1.044  -0.263
F -8.179 -1.224 -1.930  -0.340
O -6.023 1.090 -0.364  -0.270
C -5.530 2.260 -0.869  0.703
C -6.448 3.437 -0.552  0.210
F -7.654 3.249 -1.114  -0.226
F -5.916 4.571 -1.066  -0.271
F -5.276 2.158 -2.184  -0.280
F -4.330 2.480 -0.254  -0.484
H -6.314 -0.860 -0.621  0.451
H -5.563 -0.121 -1.998  0.335
H -7.226 0.050 -3.982  0.286
H -6.571 3.552 0.528  0.259
C -4.524 -1.210 6.055  -0.847
C -4.892 -1.319 4.567  0.934
C -5.328 -0.024 3.883  0.263
F -6.452 0.473 4.439  -0.237
F -5.596 -0.271 2.576  -0.226
F -5.832 -2.272 4.405  -0.278
F -3.774 -1.750 3.914  -0.295
O -5.526 -1.590 6.977  -0.410
C -6.458 -0.656 7.370  0.797
C -7.870 -1.090 6.987  0.182
F -7.973 -1.217 5.648  -0.205
F -8.753 -0.149 7.387  -0.255
F -6.161 0.566 6.886  -0.280
F -6.394 -0.575 8.715  -0.304
H -3.725 -1.932 6.214  0.455
H -4.093 -0.240 6.300  0.349
H -4.540 0.731 3.932  0.104
H -8.120 -2.044 7.455  0.255

---

# 5
Molecular formula: C25H29B2Cl3F4N9O6STi
Method: DFT, ωB97M-V/def2-TZVPD

The value obtained for the LUMO energy is -4.345 eV. The calculation puts the energy above the lowest of the compared OMol25 structures with the same formula, charge and spin at 0.0 kcal per mole. Its charge is +1. Its HOMO energy is -11.1 eV. For the HOMO-LUMO gap, the calculation gives 6.7 eV.

Last column: Mulliken charge in e.
Element x y z (Å)
Ti -0.447 -0.033 0.661  -1.013
C 1.865 1.321 4.302  -2.074
C 0.906 1.032 3.209  0.632
N 1.098 0.214 2.253  1.037
O 2.249 -0.493 2.234  -0.866
B 3.139 -0.070 1.089  0.796
F 3.426 1.286 1.249  -0.406
F 4.211 -0.914 1.095  -0.317
O 2.454 -0.255 -0.246  -0.793
N 1.341 0.487 -0.392  1.825
C 1.428 1.621 -0.974  1.045
C 2.660 2.204 -1.553  -2.006
C 0.139 2.371 -1.023  -0.285
N -0.787 1.784 -0.384  1.242
O -2.023 2.286 -0.382  -0.609
B -2.408 2.907 0.943  0.724
F -3.685 3.341 0.835  -0.291
F -1.454 3.878 1.253  -0.428
O -2.367 1.846 2.028  -0.731
N -1.129 1.343 2.144  1.055
C -0.431 1.682 3.157  0.425
C -0.935 2.611 4.200  -1.550
C -0.002 3.663 -1.734  -2.131
H 1.454 0.973 5.253  0.439
H 2.009 2.399 4.387  0.480
H 2.816 0.839 4.112  0.341
H 3.543 1.718 -1.154  0.362
H 2.694 3.275 -1.361  0.444
H 2.629 2.063 -2.639  0.392
H -1.348 3.498 3.721  0.309
H -0.158 2.891 4.902  0.474
H -1.752 2.127 4.742  0.297
H 0.576 3.659 -2.657  0.542
H 0.382 4.462 -1.094  0.380
H -1.051 3.862 -1.936  0.395
Cl -6.244 -2.233 -3.767  -0.189
C -4.850 -1.802 -2.846  0.436
C -4.023 -0.790 -3.299  -0.912
C -2.916 -0.443 -2.548  1.015
Cl -1.845 0.756 -3.174  -0.136
C -2.619 -1.074 -1.321  -1.845
O -1.556 -0.724 -0.586  0.585
C -3.464 -2.118 -0.930  1.178
Cl -3.132 -2.987 0.526  -0.181
C -4.577 -2.477 -1.672  -1.019
H -4.235 -0.275 -4.225  0.499
H -5.223 -3.271 -1.327  0.510
N -0.816 -2.197 -4.505  -0.315
C -0.069 -2.688 -3.503  0.412
S 1.284 -1.859 -2.971  -0.367
N -0.491 -3.892 -3.033  -0.229
C 0.230 -4.774 -2.186  -0.141
C 1.516 -5.175 -2.529  -0.052
C 2.170 -6.117 -1.751  -0.796
C 1.531 -6.686 -0.655  -0.611
C 0.246 -6.283 -0.319  -0.601
C -0.401 -5.311 -1.071  -0.076
H -0.652 -1.250 -4.793  0.259
H -1.632 -2.677 -4.851  0.175
H -1.423 -4.187 -3.279  0.288
H 1.991 -4.752 -3.405  0.518
H 3.166 -6.437 -2.027  0.423
H 2.030 -7.459 -0.081  0.514
H -0.265 -6.737 0.524  0.414
H -1.403 -4.983 -0.812  0.405
C 2.141 -4.785 2.466  -1.079
N 1.188 -3.776 2.040  0.592
C 0.053 -3.309 2.820  -0.469
C -0.404 -2.187 1.936  0.053
O -1.227 -1.273 2.177  -0.625
N 0.315 -2.103 0.828  1.396
C 1.311 -3.040 0.926  -1.448
N 2.226 -3.183 0.019  0.462
H 1.714 -5.345 3.295  0.415
H 3.075 -4.328 2.796  0.279
H 2.330 -5.481 1.651  0.282
H 0.349 -2.918 3.795  0.381
H -0.718 -4.071 2.952  0.367
H 2.127 -2.653 -0.853  -0.225
H 2.988 -3.830 0.122  0.325

---

# 6
Molecular formula: C5H9N
Method: DFT, ωB97M-V/def2-TZVPD

The value obtained for the LUMO energy is 1.038 eV. The calculation puts the energy above the lowest of the compared OMol25 structures with the same formula, charge and spin at 100.2 kcal per mole. Its charge is 0. Its HOMO energy is -9.8 eV. For the HOMO-LUMO gap, the calculation gives 10.9 eV.

Last column: Mulliken charge in e.
Element x y z (Å)
C 0.461 -0.448 1.236  -0.814
C -0.752 -1.203 0.305  -0.560
C -0.524 -0.226 -0.874  -0.017
C -0.750 0.956 -0.128  -0.534
C 0.677 0.854 0.246  -0.151
H 1.316 -1.094 1.525  0.311
H 0.006 -0.025 2.151  0.322
H -1.604 -0.942 1.043  0.280
H -0.571 -2.472 0.128  0.259
H -0.887 -0.345 -1.932  0.394
H -1.054 1.935 -0.774  0.220
H -1.536 0.907 0.751  0.175
H 1.056 1.717 0.739  0.434
H 1.553 -0.566 -0.612  0.318
N 1.007 0.184 -1.103  -0.635